[1]
ORCA calculation (ωB97M-V/def2-TZVPD) on an isolated molecule of H4N2S2 in a non-equilibrium geometry.

Computed properties:
- Gap between HOMO and LUMO: 8.986 eV
- Energy above the lowest of the compared OMol25 structures with the same formula, charge and spin: 62.9 kJ/mol
- 2S+1: 1
- LUMO: 0.0037 hartree
- SMILES string: NSSN

Element x y z (Å)
N 0.7213 0.0092 1.5885
S 0.6572 1.3146 0.4571
S 0.5965 -0.2738 -1.2942
N -0.9360 -0.6321 -1.7941
H 1.6905 0.0988 2.1572
H -0.0070 0.2033 2.2014
H -1.2517 0.2336 -2.3340
H -1.4707 -0.9536 -0.9819


[2]
ORCA calculation (ωB97M-V/def2-TZVPD) on a structure of composition H4N3OPS in a non-equilibrium geometry.

Computed properties:
- Gap between HOMO and LUMO: 9.245 eV
- Energy above the lowest of the compared OMol25 structures with the same formula, charge and spin: 338.1 kJ/mol
- 2S+1: 1
- LUMO: 0.0063 hartree

Element x y z (Å)
N 1.1036 -1.4518 0.3739
N -0.1070 -1.2621 -1.5286
N -0.6320 1.2324 0.1688
O 2.1747 -2.7207 -1.7521
P 0.9764 -2.9202 -0.9877
S 0.5323 -0.1707 -0.5394
H 1.5617 -1.4008 1.2009
H -0.1358 -1.0399 -2.5715
H 0.0605 1.8825 0.6399
H -1.4523 1.1202 0.8809


[3]
ORCA calculation (ωB97M-V/def2-TZVPD) on a cluster of 2 separate species, H4N4O2 in total in a non-equilibrium geometry.

Computed properties:
- Gap between HOMO and LUMO: 10.543 eV
- Energy above the lowest of the compared OMol25 structures with the same formula, charge and spin: 18.3 kJ/mol
- 2S+1: 1
- LUMO: 0.0113 hartree
- SMILES string: [H]/N=N\N.O=NO

Element x y z (Å)
H 1.2242 -0.2927 1.7615
N 1.4585 -0.2804 0.7832
N 0.7968 0.6025 0.2491
N -0.1332 1.1713 0.9633
H -0.7741 1.7993 0.4649
H -0.4327 0.8036 1.8443
O -2.0564 -1.3297 -1.4948
N -1.0965 -0.6095 -1.3376
O 0.0824 -1.1870 -1.8328
H 0.9311 -0.6774 -1.4012


[4]
ORCA calculation (ωB97M-V/def2-TZVPD) on an isolated molecule of H4N4O2 in a non-equilibrium geometry.

Computed properties:
- Gap between HOMO and LUMO: 9.794 eV
- Energy above the lowest of the compared OMol25 structures with the same formula, charge and spin: 96.5 kJ/mol
- 2S+1: 1
- LUMO: 0.0329 hartree
- SMILES string: NN/N=[N+](\[O-])O

Element x y z (Å)
N -0.4474 -0.6951 1.7798
N 0.3905 -0.6006 0.7593
N 0.0245 0.4593 -0.0724
N 0.3328 0.2947 -1.2830
O 0.7539 -0.6664 -1.8459
O 0.2940 1.4226 -2.0708
H -0.5333 0.1540 2.2988
H -1.3089 -1.0889 1.4775
H 0.4322 -1.4692 0.4028
H 0.0616 2.1895 -1.4463


[5]
ORCA calculation (ωB97M-V/def2-TZVPD) on a cluster of 2 separate species, H4N5 in total in a non-equilibrium geometry.

Computed properties:
- Gap between HOMO and LUMO: 10.873 eV
- Energy above the lowest of the compared OMol25 structures with the same formula, charge and spin: 81.5 kJ/mol
- Charge: +1
- 2S+1: 1
- LUMO: -0.2238 hartree

Element x y z (Å)
N 0.3958 3.3205 -0.2811
N 0.8580 2.3189 -0.2326
N 1.1096 -0.2730 -0.0377
N -0.9962 0.5561 -0.1829
N 0.1646 0.3955 -0.7556
H 1.9877 -0.2866 -0.5362
H 0.8716 -0.6373 0.8932
H -1.6098 1.0114 -0.8126
H -1.2823 0.4453 0.8243


[6]
ORCA calculation (ωB97M-V/def2-TZVPD) on a cluster of 2 separate species, H4NO2P2 in total in a non-equilibrium geometry.

Computed properties:
- Gap between HOMO and LUMO (alpha / beta): 6.770 / 6.770 eV
- Energy above the lowest of the compared OMol25 structures with the same formula, charge and spin: 419.5 kJ/mol
- Charge: -1
- 2S+1: 1
- LUMO (alpha / beta): 0.1357 / 0.1357 hartree

Element x y z (Å)
N -0.5358 -0.9616 -1.5100
O -0.5909 -2.1087 0.8172
O -1.9637 0.9409 1.5029
P 1.2942 0.3404 0.7694
P -0.3069 -0.8001 0.1293
H -1.2505 -1.6118 -1.6361
H -0.3442 -0.3636 -2.3473
H 1.2952 -0.2884 1.9800
H -2.4391 0.4180 2.3483


[7]
ORCA calculation (ωB97M-V/def2-TZVPD) on a cluster of 2 separate species, H4NO2P2 in total in a non-equilibrium geometry.

Computed properties:
- Gap between HOMO and LUMO: 8.331 eV
- Energy above the lowest of the compared OMol25 structures with the same formula, charge and spin: 225.1 kJ/mol
- Charge: -1
- 2S+1: 1
- LUMO: 0.1387 hartree

Element x y z (Å)
N -1.1397 0.9512 -0.4806
O 1.4731 1.1720 -0.6900
O 0.3612 -0.6413 -2.1193
P 0.0793 -1.2863 0.8733
P 0.4043 0.1555 -0.8590
H -1.3106 1.4152 0.3580
H -2.0202 0.4291 -0.7761
H 0.1265 -0.6144 2.2216
H 2.0261 -1.5810 1.4722


[8]
ORCA calculation (ωB97M-V/def2-TZVPD) on a structure of composition H4NO2SSi in a non-equilibrium geometry.

Computed properties:
- Gap between HOMO and LUMO (alpha / beta): 5.351 / 5.264 eV
- Energy above the lowest of the compared OMol25 structures with the same formula, charge and spin: 416.2 kJ/mol
- Charge: -1
- 2S+1: 1
- LUMO (alpha / beta): 0.0531 / 0.0512 hartree

Element x y z (Å)
N -1.6460 0.4358 1.1157
O 3.3143 1.0425 -0.1525
O 0.4397 -1.0596 0.8558
Si -0.9093 -0.4526 -0.0650
S 1.8464 -1.2390 0.2861
H 2.6877 1.6791 -0.3524
H -2.1055 1.2502 0.9734
H -1.1788 -1.7431 -0.8890
H -0.3818 0.5368 -1.0723


> What is the energy above the lowest of the compared OMol25 structures with the same formula, charge and spin in the first record?

62.9 kJ/mol


> Number 7 is which compound?

H4NO2P2